# 1
DFT (wB97M-V/def2-TZVPD) results for a single C3H8N2O molecule.

Geometry as XYZ:
```
14
Properties=species:S:1:pos:R:3:forces:R:3
C -0.396466 0.216182 0.392856 -1.379 0.849 -0.523
C 0.437290 -1.044846 0.468999 -0.785 0.473 0.041
C 0.146700 1.661658 0.134296 2.610 -3.051 -3.072
N -1.632461 -0.009040 -0.524269 0.677 -2.289 -1.358
N 1.389953 -1.510670 -0.456873 -1.860 -0.208 1.430
O -2.783946 -0.356400 0.001426 2.543 0.576 -1.262
H -0.929239 0.322039 1.300180 -0.283 -0.330 1.372
H 0.008105 -1.842234 1.092256 0.229 0.506 -0.241
H 0.680058 1.641546 -0.891017 -0.631 0.140 1.310
H 0.926536 1.837530 0.822531 0.930 0.290 0.968
H -0.456416 2.511173 0.075627 -1.807 0.698 0.279
H 1.750370 -0.795009 -1.001823 1.137 1.386 -1.199
H -1.223384 -0.585428 -1.433159 -1.976 1.401 2.347
H 2.082904 -2.046504 0.018975 0.595 -0.443 -0.092
```
Positions in Å, forces in eV/Å.

Output
HOMO level (alpha / beta) = -7.2789 / -8.5596 eV
E = -8263.64539 eV
Spin multiplicity = 1
HOMO-LUMO gap (alpha / beta) = 7.82 / 9.17 eV
Energy relative to the best compared isomer or geometry (same formula, charge and spin) = 131.0 kcal/mol
LUMO level (alpha / beta) = 0.0198 / 0.0225 Eh

---

# 2
DFT (wB97M-V/def2-TZVPD) results for a molecular structure, C33H99INaO44P11.

Geometry as XYZ:
```
189
Properties=species:S:1:pos:R:3:forces:R:3
Na 18.420470 -10.649650 0.366800 0.034 0.067 -0.101
I 17.103900 -9.445930 -2.374800 0.082 -0.210 0.076
C 19.853460 -11.202070 3.455300 -0.085 -1.547 0.216
O 19.780600 -9.933450 3.977910 -0.601 5.286 -0.234
P 19.705430 -8.556540 3.024760 1.410 0.112 1.182
O 19.447790 -8.842810 1.592310 0.184 0.533 1.549
O 21.240600 -7.916760 3.267830 -2.407 0.560 0.058
C 21.533740 -7.327200 4.553890 1.517 -1.651 2.171
O 18.795420 -7.419610 3.828880 1.794 -2.449 -1.321
C 18.380400 -6.231220 3.138850 -2.129 0.561 0.345
H 20.395900 -11.757650 4.220270 0.297 -0.234 -0.225
H 20.387180 -11.243510 2.505810 -0.285 -0.196 -0.148
H 18.847020 -11.620530 3.463440 -0.028 -0.163 -0.746
H 20.872730 -7.456870 5.410830 -1.084 -0.712 -0.729
H 21.861760 -6.323290 4.823460 -0.217 0.823 -2.123
H 22.394370 -7.904700 4.891390 0.227 -0.108 -0.021
H 17.393100 -6.461620 2.738550 0.035 0.036 -0.236
H 18.907330 -5.722500 2.331610 1.013 -0.822 0.167
H 18.196410 -5.507530 3.932910 0.285 0.046 0.001
C 12.831120 -8.908450 -6.228600 1.690 -0.976 0.167
O 11.977260 -7.988850 -5.601930 -1.412 -0.123 0.867
P 11.291340 -8.472900 -4.190000 -1.959 -0.599 -1.222
O 11.007740 -9.960640 -4.118420 0.651 3.115 -0.044
O 12.241410 -7.828660 -3.108480 -2.465 0.833 0.225
C 13.203370 -8.570850 -2.423830 2.455 -0.516 -2.311
O 9.950810 -7.510860 -4.144940 3.003 -3.738 -0.292
C 9.986760 -6.132290 -4.016010 -1.711 1.425 0.857
H 12.436090 -9.916050 -6.358170 -0.489 0.199 -0.037
H 13.706290 -9.033070 -5.590910 0.330 -0.157 0.180
H 13.262500 -8.571390 -7.171150 -0.654 0.528 -0.071
H 13.393340 -9.400800 -3.104410 -0.112 -1.165 1.077
H 13.089420 -8.803080 -1.364970 -0.428 0.239 -0.360
H 14.102540 -8.027200 -2.713710 0.481 0.248 1.413
H 9.286720 -5.817550 -4.789950 0.465 0.760 -0.139
H 10.912250 -5.561380 -3.940980 0.377 -0.602 -0.555
H 9.471270 -5.964790 -3.070330 -0.024 0.487 0.160
C 17.009810 -15.275690 1.732450 0.822 0.036 0.280
O 18.173140 -15.644740 0.893630 0.064 1.891 -0.491
P 19.303930 -14.527550 0.477580 -0.931 0.721 1.740
O 18.853770 -13.093640 0.512620 0.317 -1.806 0.371
O 20.523850 -14.906940 1.507500 -0.664 -0.180 -2.485
C 20.677020 -14.368990 2.783200 -0.026 -0.116 1.614
O 19.832040 -14.990470 -0.922370 0.410 -0.239 1.582
C 19.129580 -14.758490 -2.125000 -0.091 -0.540 -1.540
H 17.014860 -16.063920 2.485290 -0.533 0.092 -0.138
H 16.066410 -15.144190 1.202550 0.325 -0.774 -0.458
H 17.116190 -14.314630 2.235580 0.612 0.072 -0.010
H 21.625110 -13.855450 2.942910 -0.279 1.031 -0.867
H 20.864350 -15.116880 3.553700 -0.609 -0.984 -0.357
H 19.768500 -13.859940 3.104980 0.362 0.544 -0.037
H 19.694820 -14.054840 -2.736130 -0.073 0.142 0.188
H 18.080560 -14.464440 -2.090470 0.185 0.237 0.807
H 19.137460 -15.712340 -2.652470 0.027 0.037 -0.067
C 15.145590 -2.029460 -1.866050 1.104 -1.549 1.995
O 15.414290 -3.136080 -2.757480 -0.873 0.630 -1.333
P 14.323880 -3.758430 -3.795960 -0.746 1.939 1.667
O 13.350380 -4.593020 -3.121770 -0.765 -0.482 0.263
O 13.638640 -2.513760 -4.586190 0.719 -1.303 0.295
C 14.567610 -1.836360 -5.439300 0.475 0.619 0.889
O 15.196230 -4.447220 -4.857180 0.752 1.298 -0.690
C 15.297100 -5.815800 -5.003290 -0.369 -2.373 -1.156
H 15.867100 -1.219660 -1.974460 -0.742 0.433 -1.000
H 15.518860 -2.392450 -0.908450 0.258 -0.411 0.231
H 14.123500 -1.856180 -1.529300 -0.280 0.463 -1.320
H 14.047020 -0.990010 -5.887390 0.105 -0.353 -0.267
H 15.098520 -2.514190 -6.107720 -0.559 0.139 -0.405
H 15.333890 -1.457770 -4.762860 0.280 0.483 -0.188
H 14.765420 -6.191290 -5.877610 -0.253 0.573 -0.384
H 14.785470 -6.355710 -4.206530 0.735 0.012 0.481
H 16.329800 -6.061580 -5.250710 0.069 -0.155 0.767
C 17.636570 -18.195060 -2.028310 0.047 1.241 -0.280
O 16.775140 -17.753540 -3.117960 -0.462 0.558 -0.020
P 15.873300 -16.420110 -3.076810 -0.338 -1.002 -0.190
O 15.479660 -16.038390 -1.698630 0.557 0.357 -0.935
O 16.756540 -15.354660 -3.968790 -1.830 -0.344 0.782
C 16.293820 -13.985270 -4.087000 -0.927 1.457 -0.976
O 14.572040 -16.857690 -3.976860 1.757 0.540 0.297
C 13.705280 -17.845830 -3.410340 -1.015 0.279 0.824
H 17.383650 -19.201200 -1.693920 -0.079 0.106 -0.384
H 17.558940 -17.497630 -1.194240 -0.166 -0.091 0.122
H 18.650120 -18.105340 -2.419160 0.020 -0.462 0.119
H 15.452840 -13.649260 -3.480410 0.425 -0.645 1.078
H 15.852750 -13.667570 -5.031790 -0.054 -1.439 -0.930
H 17.060020 -13.210080 -4.096690 0.755 -0.666 1.061
H 13.739700 -18.835430 -3.865990 0.691 0.198 -0.147
H 12.669440 -17.519090 -3.501880 0.046 0.334 -0.465
H 13.818360 -17.889730 -2.327110 0.457 -0.321 0.003
C 15.491010 -11.421400 -7.433220 -0.200 -1.663 -0.376
O 14.351960 -12.308710 -7.189000 -0.968 -0.124 -1.984
P 13.476400 -13.035470 -8.385320 0.654 0.598 0.399
O 14.099010 -14.137230 -9.181490 -0.872 2.045 1.043
O 12.246890 -13.537160 -7.525920 -0.633 -0.269 0.768
C 11.829840 -13.003580 -6.252480 -0.657 0.670 0.861
O 12.870860 -11.744400 -9.229670 1.486 -1.376 2.272
C 11.844680 -12.006640 -10.136960 -0.403 0.335 -1.851
H 15.636530 -11.184820 -8.487240 -0.550 0.432 0.019
H 16.324270 -12.094490 -7.231430 0.441 0.656 0.586
H 15.368650 -10.553890 -6.784730 0.289 -0.160 -0.165
H 12.565100 -13.152030 -5.461630 0.315 0.340 -0.454
H 10.909210 -13.373860 -5.801430 -0.071 -1.701 -0.902
H 11.408680 -11.998350 -6.267800 1.229 0.725 -0.607
H 12.321820 -12.199970 -11.097720 -0.218 -0.351 -0.181
H 11.273480 -11.090710 -10.288310 -0.050 0.031 0.320
H 11.153210 -12.815460 -9.900800 0.232 -0.070 0.385
C 23.192890 -10.369790 0.968740 0.864 -0.541 2.153
O 23.169130 -10.598970 -0.405510 0.167 -0.224 -1.553
P 21.826120 -10.401890 -1.181670 -1.046 2.570 -2.684
O 20.630140 -10.621010 -0.365870 -0.036 -0.326 0.001
O 21.902870 -8.825900 -1.783080 0.871 -3.330 0.090
C 21.525350 -7.640530 -1.136080 -1.510 0.807 -0.199
O 21.968940 -11.270550 -2.560390 -0.128 0.699 1.741
C 20.910140 -11.280220 -3.566470 0.428 0.624 -0.314
H 23.293380 -11.337890 1.459440 -0.431 -0.154 0.108
H 22.358360 -9.824830 1.409960 -0.178 0.004 -0.476
H 24.117080 -9.877070 1.270750 0.001 0.403 -0.528
H 22.307430 -6.888150 -1.034300 0.574 -0.572 0.315
H 20.962720 -7.806890 -0.217450 0.272 -0.075 0.186
H 20.831130 -7.157210 -1.823500 -0.302 0.019 0.133
H 20.823810 -10.271750 -3.970970 -0.298 0.080 0.258
H 19.941220 -11.652890 -3.234190 0.183 0.191 0.501
H 21.238990 -11.885900 -4.410930 0.346 -0.249 0.377
C 13.240840 -13.585310 4.192310 -1.159 -0.041 -1.709
O 13.465860 -14.089190 2.765040 0.295 1.021 1.944
P 12.376000 -13.980410 1.604790 3.128 -1.882 -2.043
O 11.033200 -13.663020 2.023730 -0.828 0.986 -0.050
O 12.550900 -15.520250 1.017580 0.173 2.871 0.592
C 12.174480 -15.856830 -0.318940 0.054 -2.152 0.273
O 13.083600 -13.056620 0.414750 -1.081 -0.225 1.143
C 14.423260 -13.241880 -0.113970 -0.073 -1.380 0.735
H 12.842850 -14.417300 4.773260 0.321 0.049 -0.090
H 12.491650 -12.793980 4.167260 -0.257 -0.212 -0.227
H 14.090280 -13.088940 4.661520 0.561 -0.740 -0.690
H 11.733650 -16.827480 -0.091780 -0.700 -0.041 -0.725
H 13.043970 -16.145360 -0.909570 0.330 0.723 0.007
H 11.491080 -15.242430 -0.905080 0.067 0.440 0.597
H 15.188990 -12.777370 0.507310 -0.224 0.276 0.180
H 14.549440 -12.907170 -1.143600 -0.677 0.335 0.154
H 14.620630 -14.313850 -0.112040 0.146 -0.022 -0.186
C 18.781460 -1.532010 -3.943150 -1.666 1.586 -1.332
O 19.750030 -2.471010 -3.719870 1.091 -3.551 2.023
P 19.379960 -3.599490 -2.582010 -0.629 0.402 2.698
O 19.110590 -3.013920 -1.180880 0.736 -1.650 -3.971
O 20.544650 -4.712990 -2.566970 0.309 0.792 -0.370
C 21.182990 -5.220610 -3.785580 0.195 0.425 0.879
O 18.173630 -4.423000 -3.266180 1.299 1.247 0.068
C 17.833810 -5.731870 -2.807270 -1.165 -0.558 -0.139
H 19.077880 -0.575060 -3.513630 -0.134 0.044 -0.139
H 17.765770 -1.787780 -3.641370 0.083 -0.277 0.661
H 18.668230 -1.497590 -5.026710 0.181 0.663 -0.171
H 21.266620 -6.307210 -3.765380 -1.209 -0.109 -0.131
H 22.251600 -5.013210 -3.729280 -0.089 0.985 -0.154
H 20.668480 -4.750800 -4.623830 0.392 -0.567 -0.286
H 18.215250 -6.017270 -1.826890 0.028 0.355 -0.013
H 18.090870 -6.516120 -3.519300 0.560 0.241 -0.148
H 16.743960 -5.735150 -2.825460 0.054 -0.114 0.560
C 18.245010 -8.877800 -6.147810 0.056 0.881 -0.001
O 18.315670 -8.564680 -7.613160 -0.377 0.362 1.164
P 17.692120 -7.194160 -8.198600 -0.926 0.387 0.304
O 16.199200 -7.073530 -8.116650 2.455 -0.101 -0.245
O 18.487240 -5.953860 -7.383350 -0.381 -1.200 -0.809
C 18.271820 -4.569310 -7.837440 -0.610 -1.228 0.143
O 18.277310 -7.250400 -9.720810 -1.144 0.664 1.453
C 19.682510 -7.091300 -9.930860 0.117 -1.404 0.831
H 19.260180 -8.811010 -5.756570 -0.143 0.562 -0.029
H 17.896620 -9.838130 -5.767680 -0.190 -0.641 -1.457
H 17.522420 -8.229570 -5.652070 0.433 0.528 -0.041
H 18.485310 -4.616340 -8.905290 -0.259 0.789 0.019
H 18.877180 -3.839750 -7.299500 0.623 -0.648 -0.004
H 17.253910 -4.287860 -7.567720 -0.218 -0.131 -0.587
H 20.073980 -6.514730 -9.092750 0.385 0.699 -0.697
H 19.866790 -6.811380 -10.968060 -0.071 0.595 0.398
H 20.127490 -8.075650 -9.785440 0.152 -0.167 -0.182
C 14.561940 -7.204560 3.089220 -0.606 1.848 0.113
O 15.511460 -8.008200 2.489180 1.836 -1.717 -0.520
P 15.663760 -9.496680 2.929410 -0.940 -2.339 -0.582
O 16.807650 -10.251750 2.381950 -0.132 0.638 -0.137
O 15.647390 -9.517460 4.534630 0.466 0.725 -1.954
C 15.722560 -10.724720 5.228680 -1.078 -1.685 1.880
O 14.225740 -10.144940 2.486140 1.356 1.019 1.887
C 13.798530 -9.980560 1.131780 0.514 -0.366 -0.144
H 15.187300 -6.419600 3.514500 -0.741 0.258 0.686
H 13.920490 -7.734110 3.793650 0.121 0.207 0.076
H 13.979080 -6.753750 2.286010 -0.272 -0.041 0.149
H 14.697180 -11.080980 5.327500 -0.222 0.306 0.762
H 16.223650 -10.576610 6.185270 -0.491 0.534 0.127
H 16.173360 -11.674610 4.941300 0.928 0.623 -1.772
H 12.728070 -10.185550 1.145310 0.252 -0.180 -0.389
H 14.423200 -10.683780 0.581000 -0.665 -0.016 -0.561
H 14.010660 -8.986690 0.737670 -0.093 0.158 0.206
```
Positions in Å, forces in eV/Å.

Output
HOMO level = -7.5754 eV
E = -240631.57474 eV
Spin multiplicity = 1
HOMO-LUMO gap = 7.40 eV
LUMO level = -0.0063 Eh

---

# 3
DFT (wB97M-V/def2-TZVPD) results for 2 unconnected molecules or ions with the total composition C3H4O.

Geometry as XYZ:
```
8
Properties=species:S:1:pos:R:3:forces:R:3
C 1.782350 0.158801 -0.306718 1.271 -0.200 -0.424
C 1.202992 -0.718960 0.246768 -0.751 0.183 0.650
C -1.447756 0.254128 0.082390 -1.587 0.802 -4.901
O -1.509012 -0.913698 -0.225443 0.060 1.120 1.120
H 2.619286 0.572594 -0.769379 0.494 0.979 -0.594
H 0.437830 -1.176510 0.780848 -0.350 -1.096 0.522
H -1.508536 1.087808 -0.825664 0.536 -1.674 1.891
H -1.577156 0.735838 1.017198 0.327 -0.115 1.736
```
Positions in Å, forces in eV/Å.

Output
HOMO level = -10.2170 eV
E = -5219.29803 eV
Spin multiplicity = 1
HOMO-LUMO gap = 10.90 eV
Energy relative to the best compared isomer or geometry (same formula, charge and spin) = 65.5 kcal/mol
LUMO level = 0.0251 Eh